Record 1
# C24H30N6O2S

One molecule with the formula C24H30N6O2S in a non-equilibrium geometry (the ωB97M-V functional and the def2-TZVPD basis, the OMol25 dataset).

Structure (ORCA input):
```
! wB97M-V def2-TZVPD RIJCOSX def2/J DEFGRID3
* xyz 0 1
S -0.956 3.229 1.211
O 2.524 3.917 1.604
O 7.787 -0.483 0.951
N -4.394 -0.150 -1.608
N 6.183 -1.169 -0.521
N -1.077 0.965 -1.887
N 1.987 2.490 -0.106
N -2.265 1.198 -0.063
N -0.514 1.943 -1.156
C -2.248 -2.094 3.739
C -2.886 -0.067 1.945
C -2.999 -0.583 -1.725
C 8.197 -2.449 -0.367
C -1.209 -2.147 -0.831
C 4.218 1.760 0.622
C 3.073 1.612 -0.154
C 2.981 0.537 -1.037
C -2.705 -1.874 -0.941
C -1.575 -0.247 2.365
C 0.419 4.192 0.498
C 5.255 0.853 0.517
C -3.255 1.024 0.967
C 4.016 -0.367 -1.140
C -2.115 0.517 -1.242
C -4.642 0.997 -2.464
C -1.228 2.081 -0.066
C 7.390 -1.255 0.110
C -1.257 -1.259 3.254
C 1.773 3.521 0.739
C -3.559 -1.913 3.334
C -5.349 -1.203 -1.900
C -3.876 -0.908 2.438
C 5.167 -0.219 -0.366
H -4.550 0.750 -3.532
H -6.350 -0.776 -1.867
H 4.294 2.586 1.308
H -3.175 -2.711 -1.457
H 1.222 2.263 -0.753
H -4.338 -2.560 3.711
H -4.201 0.780 0.475
H -0.742 -2.108 -1.812
H -0.793 0.404 2.002
H -2.722 -0.752 -2.783
H 8.385 -2.374 -1.436
H -5.287 -1.982 -1.144
H -4.898 -0.773 2.115
H -5.649 1.368 -2.276
H 7.657 -3.372 -0.167
H -5.195 -1.650 -2.893
H 6.140 0.974 1.119
H -3.137 -1.798 0.058
H 2.093 0.416 -1.641
H -1.999 -2.883 4.433
H -0.233 -1.391 3.568
H 0.208 4.326 -0.562
H -0.720 -1.416 -0.192
H 0.396 5.146 1.025
H -3.933 1.791 -2.238
H 5.979 -1.884 -1.206
H -1.044 -3.132 -0.402
H 9.146 -2.469 0.161
H -3.348 1.979 1.497
H 3.935 -1.197 -1.828
*
```

SMILES = CC[C@H](c1nnc(SCC(=O)Nc2ccc(NC(C)=O)cc2)n1Cc1ccccc1)N(C)C
LUMO energy = 0.54 eV
Maximum force = 1.1 eV Å⁻¹
Electronic energy = -49247.1028 eV
Energy relative to the best compared isomer or geometry (same formula, charge and spin) = 0.00 kJ/mol
HOMO-LUMO gap = 0.3014 Eh

***

Record 2
# C20H23N3O4

One molecule with the formula C20H23N3O4 in a non-equilibrium geometry (the ωB97M-V functional and the def2-TZVPD basis, the OMol25 dataset).

Structure (ORCA input):
```
! wB97M-V def2-TZVPD RIJCOSX def2/J DEFGRID3
* xyz 0 1
O -0.152 5.395 -0.547
O 2.132 5.340 -2.599
O -2.070 -0.758 3.919
O -0.560 -1.194 -0.882
N 1.994 -4.041 -3.418
N -0.526 -2.341 1.764
N 1.074 3.615 0.165
C 2.387 4.098 -3.264
C 0.262 -2.329 -0.578
C -0.977 4.554 0.114
C -0.253 3.504 0.570
C 1.751 -3.341 -2.330
C 2.330 5.240 -1.162
C -0.780 2.357 1.402
C -0.357 -4.369 -3.765
C -0.636 -3.679 -2.561
C -0.194 0.453 2.818
C -1.337 -1.966 4.123
C -2.502 1.186 2.610
C 1.077 4.764 -0.445
C -0.361 -3.140 0.547
C 0.433 -3.162 -1.837
C 0.174 1.490 1.968
C -1.555 0.248 3.129
C -2.102 2.211 1.752
C -1.311 -2.892 2.906
C 0.976 -4.534 -4.135
H -1.668 -3.512 -2.291
H -3.522 1.107 2.879
H -0.231 -0.807 -1.740
H 3.181 4.622 -0.888
H 1.179 -5.077 -5.053
H 2.627 6.195 -0.729
H -2.896 2.888 1.441
H -0.324 -1.753 4.481
H 2.638 -2.880 -1.839
H 1.239 -1.930 -0.228
H -1.149 -4.757 -4.386
H 1.982 3.256 -2.686
H -0.851 -1.419 1.488
H 1.879 4.166 -4.246
H 1.220 1.662 1.826
H -1.325 -3.484 0.219
H 3.450 3.968 -3.461
H 0.244 -4.043 0.722
H -1.875 -2.499 4.903
H 0.563 -0.190 3.256
H -2.381 -3.099 2.639
H -2.016 4.723 0.235
H -0.883 -3.845 3.194
*
```

SMILES = COCc1nc(-c2ccc(OCCNC[C@H](O)c3cccnc3)cc2)co1
LUMO energy = 0.57 eV
Maximum force = 2.2 eV Å⁻¹
Electronic energy = -33771.3397 eV
Energy relative to the best compared isomer or geometry (same formula, charge and spin) = 539.24 kJ/mol
HOMO-LUMO gap = 0.3122 Eh